The following is a quantum chemistry calculation of a single C4H5N3O molecule, from OMol25.

Summary:
charge	0
E	-394.71526	Eh
gap between HOMO and LUMO	9.41	eV
SMILES	C=COc1c[nH]nn1

Cartesian coordinates (Å):
1 H -1.79608 0.04381 -1.82499
2 H 1.45537 -0.58401 1.03235
3 N -0.68121 1.88134 0.67374
4 C 2.41542 -2.28363 0.38616
5 C -0.39130 -0.11245 -0.26323
6 N -1.54456 1.86207 -0.33795
7 H 2.42745 -3.09055 -0.46384
8 C -1.40408 0.72494 -1.04585
9 H 3.51122 -1.89305 0.90842
10 H -2.15513 2.78988 -0.68442
11 O -0.02247 -1.44851 -0.30687
12 N 0.01261 0.83341 0.70038
13 C 1.41814 -1.28148 0.29528

And the Mulliken charges, in e, turn out to be: H 0.3703; H 0.4086; N -0.7483; C -0.6396; C 0.3953; N 0.0918; H 0.2534; C -0.3326; H 0.2316; H 0.3263; O -0.3535; N 0.0388; C -0.0421